Computed, not measured: a structure of composition C53H66BHfN7OP2S2, with the ωB97M-V functional and the def2-TZVPD basis.

Geometry as XYZ:
```
133
Properties=species:S:1:pos:R:3
Hf -0.37966 0.10134 0.20025
S -2.86564 0.26496 1.26121
P -1.73266 0.04916 2.92112
C -0.15626 -0.26532 2.36783
P 1.22636 0.59063 3.23201
S 2.04341 0.88483 0.01410
C 0.84164 0.78696 5.03875
C 0.91498 2.06428 5.57655
C 0.73214 2.27646 6.93636
C 0.46518 1.20878 7.77668
C 0.38760 -0.07761 7.25275
C 0.58283 -0.28077 5.89806
C 2.51368 -0.69986 3.50735
C 2.26644 -2.06782 3.49148
C 3.26763 -2.97932 3.79126
C 4.54178 -2.53355 4.10475
C 4.80754 -1.17146 4.10859
C 3.80253 -0.26573 3.80850
C -1.98522 1.54110 3.93406
C -1.87041 2.78163 3.31793
C -2.02397 3.94857 4.04450
C -2.31792 3.88795 5.40042
C -2.44980 2.65570 6.01973
C -2.27930 1.48719 5.29180
C -2.47005 -1.27678 3.93389
C -3.81050 -1.25110 4.31253
C -4.35126 -2.29880 5.03533
C -3.55990 -3.38799 5.38402
C -2.22898 -3.42488 5.00633
C -1.68977 -2.37014 4.27907
H 1.11040 2.90544 4.92132
H 0.79101 3.28038 7.33742
H 0.32586 1.37250 8.83730
H 0.18872 -0.92047 7.90225
H 0.55539 -1.28729 5.50314
H 1.27752 -2.41096 3.23723
H 3.05326 -4.04081 3.77245
H 5.32727 -3.24264 4.33005
H 5.80215 -0.81332 4.34147
H 4.01722 0.79785 3.81291
H -1.68042 2.82516 2.25382
H -1.92614 4.90795 3.55216
H -2.44297 4.79868 5.97043
H -2.66596 2.59859 7.07824
H -2.35254 0.53461 5.79906
H -4.43428 -0.40796 4.03882
H -5.39261 -2.27012 5.32772
H -3.98828 -4.20685 5.94744
H -1.60638 -4.26836 5.27375
H -0.65389 -2.38398 3.97279
C 3.27555 -0.63548 -4.14866
C 2.34138 -0.88062 -2.96929
C 2.24097 -2.37683 -2.67374
C 0.96992 -0.32414 -3.22083
C 0.44075 0.02182 -4.46843
C -0.87967 0.33810 -4.23646
C -1.88426 0.91550 -5.18498
C -1.59805 0.49905 -6.62446
C -1.87007 2.44131 -5.05895
N -1.11367 0.16310 -2.92140
N 0.02903 -0.21112 -2.27996
B -2.45149 0.24366 -2.18045
N -2.47894 1.61380 -1.41176
N -1.34100 1.99220 -0.71795
C -1.51208 3.27102 -0.35291
C -2.75866 3.70530 -0.77768
C -3.34376 2.65329 -1.45698
C -4.72451 2.75927 -2.09723
C -5.09196 4.24264 -2.25826
C -4.99897 2.07728 -3.43664
C -0.52011 4.19321 0.30799
C -0.18687 5.33461 -0.66222
C 0.76032 3.55799 0.79665
N -2.60406 -1.07509 -1.31934
N -1.52936 -1.66441 -0.66991
C -1.89370 -2.90300 -0.33745
C -3.21481 -3.11740 -0.71881
C -3.62909 -1.96025 -1.32894
C -5.01731 -1.70924 -1.84373
C -5.12945 -1.76411 -3.37056
C -5.63894 -0.49138 -1.17218
C -1.01566 -3.98835 0.20895
C -0.57326 -4.89336 -0.94708
C 0.16756 -3.52020 1.01805
H 4.27310 -1.00795 -3.91514
H 2.93347 -1.15846 -5.04405
H 3.36143 0.42462 -4.38783
H 2.75562 -0.36412 -2.10471
H 1.84837 -2.90498 -3.54580
H 3.21949 -2.79598 -2.43645
H 1.57245 -2.57555 -1.83726
H 0.95439 0.03416 -5.41084
H -2.87579 0.54497 -4.90988
H -0.65233 0.91792 -6.97146
H -1.54548 -0.58416 -6.73108
H -2.38103 0.87029 -7.28641
H -0.88950 2.82255 -5.35020
H -2.61661 2.89427 -5.71302
H -2.05950 2.77178 -4.03668
H -3.33454 0.25766 -2.95122
H -3.15853 4.69100 -0.64704
H -5.41955 2.34958 -1.35235
H -4.34727 4.76814 -2.85859
H -6.05278 4.32282 -2.76462
H -5.18580 4.75927 -1.30615
H -4.32282 2.44089 -4.21081
H -4.94115 0.99614 -3.42025
H -6.01280 2.34034 -3.73940
H -1.03966 4.63302 1.16716
H 0.34229 4.94022 -1.53166
H -1.07339 5.85439 -1.02036
H 0.46303 6.05807 -0.17032
H 1.35195 3.22259 -0.06026
H 1.36732 4.29539 1.32387
H 0.62375 2.73375 1.50108
H -3.79636 -4.01064 -0.57743
H -5.58167 -2.57468 -1.47870
H -4.47879 -1.05630 -3.87608
H -4.86198 -2.75940 -3.72389
H -6.15479 -1.56138 -3.68053
H -5.00008 0.38310 -1.22317
H -6.59533 -0.24372 -1.63378
H -5.80244 -0.69306 -0.11430
H -1.66944 -4.57984 0.86050
H 0.06312 -4.34722 -1.64273
H -0.00562 -5.73996 -0.56212
H -1.42593 -5.27835 -1.50514
H 0.85465 -2.92046 0.41613
H -0.14283 -2.90302 1.85612
H 0.73605 -4.37621 1.38427
O 3.94777 -2.40434 0.48557
C 3.12408 -1.59083 0.35173
N 2.20077 -0.83059 0.20406
```

Summary:
* LUMO level: 0.5 eV
* net charge: 0
* Kohn-Sham gap: 7.150 eV
* E: -110747.9268 eV